[1]
17
Properties=species:S:1:pos:R:3 method="wB97M-V/def2-TZVPD" lumo_energy_ev="-9.633 / -14.227" homo_energy_ev="-18.1780 / -18.1780" multiplicity=2 charge=+2
O 0.4718 -2.2502 3.1302
O 0.8575 -0.7869 0.7959
N -0.4531 0.9958 -0.7002
N 0.8673 -0.3109 -2.0425
C -1.4101 2.0429 -0.5083
C 0.0885 0.7105 -1.8921
H 1.0713 -0.6575 -2.9939
H -1.5435 2.5656 -1.4489
H 0.3408 -1.2682 1.4703
H 1.1372 -0.8533 -1.2010
H 0.3460 -2.4595 4.0673
H -1.1279 2.6243 0.3797
H -0.0444 1.3742 -2.7447
H 0.3825 -3.1221 2.7204
H -0.2574 0.2799 0.0511
H -2.4101 1.6026 -0.3003
H 1.6837 -0.4871 1.2171

[2]
18
Properties=species:S:1:pos:R:3 method="wB97M-V/def2-TZVPD" lumo_energy_ev=-3.298 homo_energy_ev=-13.6973 charge=+1
O 0.2132 1.2935 2.5764
O -0.9721 -2.2917 -0.5094
O 2.1087 0.4152 -2.6726
N -0.3874 0.3117 -1.4514
N -0.4488 -1.7030 1.5944
C -0.9404 0.0805 -0.0580
C -0.7735 -1.4107 0.3728
H 2.0935 1.1990 -3.1309
H -0.4721 -0.9856 2.3196
H -0.8823 1.1640 -1.8013
H -0.5625 0.6749 0.7660
H -0.5662 -0.4295 -2.1116
H -0.5627 -2.6612 1.9088
H -1.9971 0.3361 -0.1004
H -0.4352 1.9318 2.9590
H 3.0040 0.3965 -2.3211
H 0.6175 0.5641 -1.5103
H 0.9632 1.1143 3.1698

[3]
17
Properties=species:S:1:pos:R:3 method="wB97M-V/def2-TZVPD" lumo_energy_ev=0.804 homo_energy_ev=-7.8507 charge=0
O 0.1749 -1.4919 1.5256
N -0.0134 0.0950 -0.3665
N -0.7721 -0.5046 1.0599
N 1.9681 0.5101 -1.5871
C -0.9424 -0.1145 -1.4615
C -0.7795 0.5294 2.0680
H -0.2290 -2.3311 1.2714
H -0.5586 0.4081 -2.3349
H -1.4461 1.3218 1.7262
H 2.1182 -0.0287 -2.4415
H 0.2509 1.0522 -0.1746
H 0.2192 0.9530 2.2499
H -1.0040 -1.1771 -1.6913
H 2.8417 0.6933 -1.0961
H -1.9376 0.2387 -1.1735
H -1.1645 0.1287 3.0088
H 1.2742 -0.2824 -0.5826

So what do the calculations give for F_max? Going down the list: 1.45, 5.46, 5.36 eV Å⁻¹.
So what do the calculations give for energy relative to the best compared isomer or geometry (same formula, charge and spin)? Going down the list: 133.6, 81.0, 482.9 kJ/mol.